No. 1
ORCA calculation (ωB97M-V/def2-TZVPD) on a structure of composition C28H23F4N6O2Yb.

* spin multiplicity: 2
* HOMO (spin up / spin down): -7.855 / -7.860 eV
* HOMO-LUMO gap (spin up / spin down): 7.4917 / 7.4990 eV
* <S²>: 0.75

XYZ file:
```
64
C28H23F4N6O2Yb | the Open Molecules 2025 dataset | ωB97M-V/def2-TZVPD
Yb 0.369 0.627 -0.520
O -0.629 2.034 0.802
C -0.689 1.120 1.735
N 0.335 0.428 2.122
C 1.608 1.103 2.397
C 1.769 1.407 3.744
C 3.005 1.875 4.174
C 4.053 2.095 3.290
C 3.885 1.857 1.958
C 2.667 1.347 1.505
N 2.413 1.202 0.098
C 3.406 0.835 -0.731
O 4.558 0.495 -0.450
C 2.979 0.847 -2.180
C 3.963 0.755 -3.141
C 3.623 0.600 -4.481
C 2.304 0.768 -4.866
C 1.384 0.973 -3.832
N 1.698 0.964 -2.530
C -2.098 0.673 2.045
C -2.608 0.568 3.276
C -4.065 0.377 3.364
C -4.812 -0.215 2.416
C -3.884 -0.652 1.330
N -2.986 0.426 1.025
H 1.002 1.193 4.442
H 3.163 1.994 5.230
H 4.995 2.381 3.682
H 4.712 2.025 1.289
H 4.966 0.658 -2.793
H 4.436 0.353 -5.114
H 1.929 0.676 -5.911
H 0.306 1.152 -3.981
H -2.018 0.845 4.138
H -4.491 0.658 4.380
H -5.830 -0.439 2.435
H -3.385 -1.583 1.697
C 1.898 -2.215 -1.939
N 1.222 -1.876 -0.676
C 2.095 -2.121 0.481
C -0.011 -2.679 -0.536
C -1.146 -2.016 0.218
N -1.382 -0.753 -0.472
C -2.642 -0.131 -0.328
C -2.682 0.860 -1.477
F -1.446 1.286 -1.999
C -3.737 1.245 -2.156
F -3.682 1.819 -3.327
C -5.045 0.885 -1.611
C -5.203 -0.116 -0.734
F -6.403 -0.436 -0.163
C -4.047 -0.869 -0.154
F -4.067 -2.170 -0.554
H 2.103 -3.267 -1.980
H 2.835 -1.723 -2.044
H 1.285 -2.020 -2.834
H 2.404 -3.201 0.612
H 1.537 -1.869 1.352
H 2.960 -1.443 0.511
H 0.258 -3.640 -0.172
H -0.450 -2.813 -1.540
H -0.834 -1.872 1.273
H -1.983 -2.751 0.208
H -5.871 1.465 -2.005
```


No. 2
ORCA calculation (ωB97M-V/def2-TZVPD) on a cluster of 2 separate species, C4H11OS in total.

* charge: -1
* HOMO: -2.202 eV
* relative energy (zero: lowest compared OMol25 entry of this formula, charge and spin): 47.7 kcal/mol
* HOMO-LUMO gap: 5.6627 eV

XYZ file:
```
17
C4H11OS | the Open Molecules 2025 dataset | ωB97M-V/def2-TZVPD
C 0.213 2.640 -0.899
C 1.423 1.687 -0.989
S 2.458 1.536 0.550
H -0.680 2.386 -0.335
H 0.091 2.656 -2.006
H 0.532 3.587 -0.498
H 0.839 0.788 -1.140
H 1.994 2.037 -1.837
H 0.641 -0.802 0.741
C -0.368 -2.338 1.203
O 0.878 -1.556 1.334
C -1.561 -1.826 0.396
H -0.770 -2.460 2.171
H -0.048 -3.257 0.602
H -1.252 -1.679 -0.644
H -2.061 -0.920 0.938
H -2.328 -2.478 0.412
```


No. 3
ORCA calculation (ωB97M-V/def2-TZVPD) on a cluster of 2 separate species, C2H8NOPS in total.

* HOMO (spin up / spin down): -8.896 / -8.897 eV
* relative energy (zero: lowest compared OMol25 entry of this formula, charge and spin): 98.8 kcal/mol
* HOMO-LUMO gap (spin up / spin down): 8.4999 / 8.5007 eV

XYZ file:
```
14
C2H8NOPS | the Open Molecules 2025 dataset | ωB97M-V/def2-TZVPD
C -1.795 -1.248 0.379
C 2.218 0.344 -0.882
N -0.109 1.725 1.265
O -0.742 0.178 -1.733
P -0.429 -0.263 -0.386
S 1.421 -1.092 -0.226
H -1.717 -1.619 1.428
H -2.776 -0.857 0.179
H -1.704 -2.271 -0.209
H 2.139 0.397 -1.930
H 3.203 0.238 -0.342
H 1.500 1.163 -0.582
H -0.268 1.209 2.128
H -0.941 2.094 0.911
```


No. 4
ORCA calculation (ωB97M-V/def2-TZVPD) on a cluster of 2 separate species, C2H8NO in total.

* charge: -1
* HOMO: -2.625 eV
* relative energy (zero: lowest compared OMol25 entry of this formula, charge and spin): 5.9 kcal/mol
* HOMO-LUMO gap: 6.8015 eV

XYZ file:
```
12
C2H8NO | the Open Molecules 2025 dataset | ωB97M-V/def2-TZVPD
O 0.091 2.223 1.723
H 0.194 3.101 1.314
C 0.064 -1.773 -1.416
C 0.281 -0.931 -0.164
N -0.428 0.364 -0.246
H 0.504 -1.280 -2.282
H 0.506 -2.765 -1.273
H -1.013 -1.845 -1.610
H -0.037 -1.521 0.702
H 1.342 -0.696 -0.035
H -1.308 0.301 0.256
H 0.046 1.035 0.402
```